Record 1
This record from the Open Molecules 2025 dataset describes a molecular structure, C18H21F24NO11PS2. The level of theory is ωB97M-V/def2-TZVPD.

```
78
Properties=species:S:1:pos:R:3:mulliken_charge:R:1
O 1.000 -0.937 0.798 -0.521
P 1.272 -0.154 -0.451 0.439
O 1.606 1.351 -0.125 -0.368
O -0.043 -0.146 -1.347 0.104
C 2.658 -0.927 -1.294 -1.110
S 2.768 -0.992 -3.099 1.178
O 1.408 -0.931 -3.573 -0.610
O 3.484 -2.230 -3.324 -0.731
N 3.694 0.199 -3.573 -0.534
S 3.395 1.662 -3.019 1.194
O 4.173 1.969 -1.831 -0.702
O 1.992 1.996 -2.957 -0.557
C 4.199 2.565 -4.325 -0.732
C 3.426 2.813 -5.611 -0.541
O 2.166 3.439 -5.387 -0.466
H 0.798 1.777 0.215 0.297
H -0.528 -0.953 -1.098 0.155
H 3.571 -0.502 -0.866 0.437
H 2.597 -1.976 -0.996 0.528
H 4.584 3.483 -3.872 0.386
H 5.066 1.947 -4.578 0.305
H 3.328 1.876 -6.171 0.349
H 4.038 3.486 -6.231 0.300
H 1.485 2.978 -5.895 0.271
C 2.693 -0.143 5.952 -0.760
C 3.990 -0.748 6.503 0.899
C 5.224 0.154 6.581 0.073
F 5.604 0.580 5.363 -0.205
F 6.240 -0.563 7.123 -0.272
F 4.293 -1.896 5.866 -0.269
F 3.722 -1.060 7.812 -0.338
O 2.341 -0.400 4.618 -0.317
C 2.754 0.396 3.572 0.600
C 3.614 -0.388 2.570 0.380
F 4.681 -0.914 3.223 -0.267
F 4.076 0.455 1.624 -0.241
F 3.402 1.503 4.013 -0.323
F 1.645 0.808 2.937 -0.165
H 1.913 -0.641 6.528 0.402
H 2.631 0.920 6.192 0.312
H 5.022 1.015 7.223 0.281
H 3.040 -1.185 2.096 0.162
C -3.439 -1.909 2.948 -0.747
C -2.535 -3.056 3.407 0.840
C -1.323 -3.396 2.539 0.293
F -1.715 -3.778 1.304 -0.219
F -0.670 -4.432 3.118 -0.289
F -3.275 -4.163 3.647 -0.292
F -2.005 -2.655 4.601 -0.320
O -4.650 -2.243 2.293 -0.368
C -4.766 -2.399 0.942 0.774
C -5.224 -3.811 0.547 0.129
F -4.372 -4.748 1.000 -0.226
F -5.265 -3.880 -0.806 -0.253
F -3.651 -2.033 0.269 -0.198
F -5.770 -1.583 0.538 -0.310
H -3.775 -1.452 3.878 0.421
H -2.875 -1.147 2.409 0.352
H -0.646 -2.540 2.462 0.170
H -6.220 -3.998 0.952 0.263
C -2.642 1.579 -2.284 -0.777
C -4.004 1.405 -1.617 1.008
C -4.949 0.348 -2.180 0.176
F -5.272 0.615 -3.465 -0.251
F -6.082 0.366 -1.445 -0.265
F -4.648 2.591 -1.530 -0.304
F -3.745 0.987 -0.338 -0.262
O -2.496 2.640 -3.200 -0.395
C -2.791 2.513 -4.523 0.806
C -3.907 3.476 -4.951 0.163
F -5.030 3.267 -4.231 -0.228
F -4.192 3.258 -6.259 -0.269
F -3.082 1.246 -4.883 -0.290
F -1.702 2.903 -5.231 -0.284
H -1.970 1.843 -1.470 0.240
H -2.265 0.639 -2.689 0.413
H -4.498 -0.646 -2.117 0.238
H -3.574 4.507 -4.816 0.239
```

HOMO-LUMO gap, eV: 8.1
LUMO level, Eh: 0.075
HOMO energy, eV: -6.1
Total charge: -1


Record 2
This record from the Open Molecules 2025 dataset describes C18H21FN2O3 in the gas phase. The level of theory is ωB97M-V/def2-TZVPD.

```
45
Properties=species:S:1:pos:R:3:mulliken_charge:R:1
C -2.772 -2.968 -0.832 -1.742
C -2.580 -1.600 -0.269 0.728
C -1.420 -1.098 0.214 -0.496
C -0.139 -1.810 0.187 0.462
O 0.054 -2.937 -0.216 -0.702
O 0.844 -1.032 0.668 -0.137
C 2.177 -1.554 0.615 -0.061
C 3.024 -0.747 1.604 -1.067
C 3.673 0.445 0.912 0.110
C 4.682 -0.024 -0.142 -0.816
C 4.240 -1.341 -0.793 -0.925
C 2.720 -1.445 -0.816 -0.457
C -1.361 0.317 0.747 0.111
C -0.507 1.198 -0.151 0.101
C -0.493 1.046 -1.531 -0.105
C 0.300 1.854 -2.327 -0.934
C 1.093 2.835 -1.756 -0.436
C 1.085 3.018 -0.384 -0.601
C 0.284 2.201 0.393 0.807
F 0.279 2.391 1.731 -0.414
N -2.691 0.886 0.883 -0.083
C -3.826 0.426 0.320 0.188
O -4.883 1.015 0.341 -0.684
N -3.713 -0.827 -0.268 -0.090
H -3.433 -3.540 -0.181 0.388
H -1.822 -3.484 -0.910 0.348
H -3.237 -2.903 -1.815 0.437
H 2.134 -2.608 0.917 0.399
H 3.794 -1.389 2.032 0.444
H 2.376 -0.407 2.413 0.422
H 2.891 1.042 0.441 -0.392
H 4.171 1.076 1.649 0.528
H 5.662 -0.164 0.318 0.307
H 4.786 0.750 -0.904 0.351
H 4.630 -1.403 -1.810 0.422
H 4.640 -2.190 -0.237 0.336
H 2.397 -2.313 -1.393 0.480
H 2.295 -0.553 -1.284 0.115
H -0.897 0.306 1.744 0.466
H -1.102 0.276 -1.979 0.391
H 0.302 1.714 -3.397 0.425
H 1.718 3.460 -2.375 0.409
H 1.689 3.776 0.090 0.453
H -2.749 1.802 1.300 0.271
H -4.574 -1.217 -0.624 0.239
```

SMILES: CC1=C(C(=O)OC2CCCCC2)[C@@H](c2ccccc2F)NC(=O)N1
HOMO-LUMO gap, eV: 9.5
LUMO level, Eh: 0.026
HOMO energy, eV: -8.8
Energy relative to the best compared isomer or geometry (same formula, charge and spin), kJ/mol: 6.5


Record 3
This record from the Open Molecules 2025 dataset describes a molecular structure, C18H21IN4O4Tl. The level of theory is ωB97M-V/def2-TZVPD.

```
49
Properties=species:S:1:pos:R:3:mulliken_charge:R:1
Tl -0.721 -0.523 -0.141 0.876
O 3.904 -0.138 -0.791 -0.768
C 2.735 -0.433 -0.505 0.085
O 1.674 0.097 -0.936 -0.562
C 2.565 -1.581 0.512 0.461
C 3.653 -2.368 0.859 -0.724
C 3.473 -3.381 1.785 -0.161
C 2.217 -3.572 2.333 -0.692
C 1.175 -2.744 1.937 0.297
N 1.355 -1.764 1.043 0.089
C -0.223 -2.947 2.542 0.157
O -0.367 -3.919 3.294 -0.785
O -1.095 -2.127 2.157 -0.579
H 4.606 -2.166 0.392 0.501
H 4.300 -4.023 2.066 0.402
H 2.008 -4.355 3.049 0.496
C -1.744 6.223 -2.444 -1.062
C -2.543 4.923 -2.576 -0.765
N -2.414 4.038 -1.433 0.240
C -3.250 4.302 -0.274 -1.072
C -2.545 5.055 0.858 -0.795
C -1.512 2.995 -1.396 0.987
C -0.705 2.704 -2.634 -1.318
N -1.313 2.237 -0.385 -0.013
H -1.784 6.793 -3.374 0.406
H -0.703 5.996 -2.210 0.262
H -2.148 6.845 -1.645 0.282
H -2.226 4.395 -3.473 0.403
H -3.602 5.165 -2.700 0.346
H -3.640 3.355 0.108 0.492
H -4.108 4.886 -0.615 0.371
H -1.710 4.478 1.255 0.232
H -3.247 5.235 1.674 0.356
H -2.163 6.012 0.505 0.267
H -1.348 2.444 -3.477 0.331
H -0.057 1.862 -2.404 0.166
H -0.083 3.555 -2.919 0.271
H -1.843 2.473 0.447 -0.394
I -2.782 1.091 2.824 0.073
C -0.698 0.990 3.054 -0.008
C -0.167 1.007 4.334 -0.462
C 1.207 1.136 4.453 -0.336
C 1.980 1.294 3.313 -0.774
C 1.350 1.248 2.081 -0.583
N 0.034 1.082 1.959 0.113
H -0.802 0.909 5.203 0.397
H 1.663 1.139 5.435 0.360
H 3.050 1.436 3.375 0.463
H 1.895 1.333 1.148 0.673
```

HOMO-LUMO gap, eV: 7.1
LUMO level, Eh: 0.080
HOMO energy, eV: -4.9
Total charge: -1
Energy relative to the best compared isomer or geometry (same formula, charge and spin), kJ/mol: 11.3


Record 4
This record from the Open Molecules 2025 dataset describes a molecular structure, C18H21IN6O3Sn. The level of theory is ωB97M-V/def2-TZVPD.

```
50
Properties=species:S:1:pos:R:3:mulliken_charge:R:1
Sn -0.732 -0.495 -0.592 1.035
N -0.530 -0.228 1.714 -0.317
C -1.051 -1.351 2.534 -0.659
C -2.486 -1.656 2.121 -0.430
C -2.494 -2.609 0.938 0.454
O -3.020 -3.696 1.009 -0.683
O -1.815 -2.194 -0.110 -0.384
H 0.455 -0.059 1.890 0.301
H -1.034 0.625 1.946 0.209
H -0.987 -1.111 3.597 0.442
H -0.408 -2.214 2.350 0.248
H -2.982 -0.727 1.831 0.221
H -3.043 -2.102 2.941 0.354
O 2.189 0.089 0.107 -0.366
C 2.898 0.135 -1.133 -0.500
C 2.919 1.503 -1.788 -0.785
C 1.555 2.053 -2.251 -0.607
C 0.870 2.967 -1.266 0.532
C 0.970 4.349 -1.403 -0.778
C 0.358 5.174 -0.477 -0.365
C -0.346 4.598 0.568 -0.940
C -0.401 3.218 0.624 -0.152
N 0.187 2.412 -0.261 0.377
H 2.307 0.929 0.565 0.274
H 2.397 -0.591 -1.777 0.248
H 3.925 -0.209 -0.978 0.286
H 3.574 1.415 -2.658 0.402
H 3.402 2.224 -1.118 0.395
H 0.891 1.218 -2.485 0.016
H 1.703 2.613 -3.175 0.497
H 1.515 4.765 -2.240 0.429
H 0.420 6.250 -0.574 0.403
H -0.859 5.197 1.307 0.444
H -0.982 2.741 1.408 0.258
I -0.428 -3.206 -3.287 0.060
C 0.440 -3.804 -1.477 0.004
C 0.316 -5.126 -1.071 -0.462
C 0.892 -5.478 0.135 -0.349
C 1.567 -4.515 0.874 -0.735
C 1.627 -3.228 0.373 -0.182
N 1.068 -2.873 -0.788 -0.024
H -0.228 -5.840 -1.671 0.381
H 0.809 -6.494 0.498 0.386
H 2.039 -4.758 1.816 0.426
H 2.139 -2.435 0.907 0.469
N -2.504 0.789 -0.267 -0.683
C -3.390 1.560 -0.270 0.560
N -4.357 2.356 -0.331 -0.673
C -4.564 3.431 0.396 0.494
N -4.793 4.390 1.000 -0.534
```

HOMO-LUMO gap, eV: 8.4
LUMO level, Eh: 0.001
HOMO energy, eV: -8.4
Energy relative to the best compared isomer or geometry (same formula, charge and spin), kJ/mol: 0.0


Record 5
This record from the Open Molecules 2025 dataset describes a molecular structure, C18H21IrN5O4P. The level of theory is ωB97M-V/def2-TZVPD.

```
50
Properties=species:S:1:pos:R:3:mulliken_charge:R:1
Ir -1.678 0.183 -0.588 1.285
O -4.227 3.462 -1.015 -0.577
C -3.392 2.661 -0.683 0.444
O -3.398 1.386 -0.660 -0.815
C -2.055 3.263 -0.131 0.413
C -2.025 4.599 0.274 -0.756
C -0.842 5.090 0.790 -0.506
C 0.291 4.261 0.846 0.933
C 1.544 4.707 1.322 -0.629
C 2.658 3.861 1.328 -0.702
C 2.544 2.564 0.854 -0.608
C 1.322 2.095 0.383 0.565
C 0.175 2.924 0.388 -0.163
N -1.010 2.453 -0.056 -0.291
H -2.917 5.202 0.168 0.567
H -0.773 6.117 1.132 0.497
H 1.631 5.726 1.681 0.475
H 3.614 4.212 1.691 0.436
H 3.419 1.927 0.849 0.470
H 1.202 1.094 -0.015 0.201
C 2.848 -2.779 -0.270 -0.879
N 1.621 -3.030 0.494 0.363
C 0.930 -4.238 0.015 -0.875
N 0.590 -4.060 -1.378 0.228
C 1.798 -3.798 -2.156 -0.863
N 2.485 -2.604 -1.658 0.238
C 1.795 -1.387 -1.945 -1.030
P 0.007 -1.325 -1.253 1.463
C 0.813 -1.928 0.685 -0.870
C -0.470 -3.120 -1.616 -1.096
H 3.521 -3.629 -0.167 0.266
H 3.340 -1.884 0.108 0.372
H 0.030 -4.400 0.606 0.376
H 1.593 -5.095 0.122 0.283
H 1.536 -3.658 -3.204 0.381
H 2.467 -4.654 -2.068 0.305
H 1.664 -1.280 -3.023 0.534
H 2.361 -0.526 -1.580 0.344
H -0.085 -2.141 1.264 0.498
H 1.356 -1.060 1.057 0.398
H -0.754 -3.136 -2.669 0.469
H -1.344 -3.385 -1.018 0.405
C -4.039 -0.838 3.062 -1.061
C -3.079 -0.512 2.046 0.791
N -2.299 -0.260 1.244 -0.527
H -3.545 -0.984 4.023 0.334
H -4.567 -1.755 2.795 0.313
H -4.766 -0.030 3.154 0.324
O -1.365 0.375 -2.440 -0.359
O -0.522 -0.666 -2.792 -0.363
```

⟨S²⟩: 6.04
HOMO-LUMO gap (alpha / beta), eV: 6.3 / 3.5
Spin multiplicity: 5
LUMO level (alpha / beta), Eh: -0.275 / -0.390
HOMO energy (alpha / beta), eV: -13.7 / -14.1
Total charge: +2
Energy relative to the best compared isomer or geometry (same formula, charge and spin), kJ/mol: 132.7